69
Properties=species:S:1:pos:R:3:forces:R:3:lowdin_charge:R:1 method="wB97M-V/def2-TZVPD" spin_multiplicity=1 charge=+1 homo_ev="-10.3 / -10.3" largest_force_ev_per_a=1.27 orbital_gap_ev="6.994 / 6.992"
Pt 0.74237 -0.07980 -0.10889 0.5 1.1 -0.3 0.802
N -1.30203 1.09759 -0.17948 0.6 -1.0 0.2 0.042
C -2.20258 0.27859 0.67623 -0.4 0.3 -0.2 -0.257
C -3.65226 0.79649 0.87386 0.3 0.3 0.0 -0.124
C -4.22588 1.84023 -0.09318 0.0 -0.1 0.0 -0.161
C -4.38379 1.38390 -1.55257 -0.1 -0.3 0.2 -0.143
N -4.66854 -0.04500 -1.62796 -0.8 0.5 -0.3 0.085
C -5.81427 -0.63817 -1.87848 0.1 0.2 -0.1 -0.426
N -6.91955 0.03818 -2.22474 -0.1 -0.1 0.0 0.205
N -5.86085 -1.97969 -1.79961 0.1 0.3 0.1 0.208
C -2.09662 -1.16062 0.15446 0.1 -0.6 -0.3 -0.593
O -3.02797 -1.64753 -0.55762 0.6 0.0 0.6 -0.024
O -1.02144 -1.72099 0.44801 -0.7 -0.3 0.1 -0.083
H -1.08993 1.98831 0.25687 0.2 0.0 0.0 0.085
H -1.67810 1.24129 -1.10606 0.0 0.0 -0.1 0.086
H -1.71700 0.25505 1.64331 0.1 0.0 0.2 0.134
H -3.68714 1.25188 1.86287 -0.1 0.0 0.1 0.118
H -4.32405 -0.05945 0.90442 0.0 -0.1 0.1 0.116
H -3.62886 2.75414 -0.06821 0.0 0.0 0.0 0.113
H -5.21593 2.10333 0.28454 0.0 0.1 0.1 0.115
H -3.47166 1.56605 -2.11817 0.1 -0.1 -0.1 0.112
H -5.15736 1.96688 -2.04685 0.0 0.1 -0.1 0.109
H -3.97675 -0.67451 -1.16150 0.6 -0.3 0.1 0.049
H -6.90203 1.03444 -2.33258 0.0 0.0 0.0 0.107
H -7.75941 -0.44566 -2.48510 0.0 0.0 0.0 0.123
H -5.05851 -2.46361 -1.42330 0.1 0.0 0.0 0.113
H -6.71977 -2.48300 -1.91256 -0.1 0.0 0.0 0.121
C 0.08846 -4.73223 -3.04346 0.1 0.1 0.1 -0.004
C 0.39784 -3.27830 -2.87841 0.0 -0.1 -0.2 -0.280
C 0.86136 -2.34373 -3.78700 0.1 0.0 -0.2 0.027
C 0.97214 -1.13603 -3.07724 0.0 0.0 -0.1 -0.352
N 0.59100 -1.33271 -1.81711 -0.1 -0.1 0.0 -0.145
N 0.25805 -2.63546 -1.71451 0.1 0.1 -0.1 0.060
C 1.45356 0.20297 -3.54606 0.1 -0.3 0.0 -0.043
H -0.03693 -4.96505 -4.09846 0.0 0.0 0.0 0.084
H -0.82015 -5.01153 -2.50721 0.0 0.0 0.0 0.085
H 0.90753 -5.34689 -2.66107 -0.1 0.1 0.0 0.087
H 1.08608 -2.51692 -4.83271 0.0 0.1 0.2 0.120
H -0.16102 -2.93913 -0.84651 -0.2 0.1 0.2 0.138
H 1.07523 0.42434 -4.54366 0.0 0.0 0.0 0.084
H 2.54631 0.21967 -3.59044 -0.1 0.0 0.0 0.072
H 1.13812 0.98514 -2.85718 0.0 0.0 0.0 0.057
C 2.45474 2.82121 4.08531 0.0 0.0 0.0 -0.055
C 1.23052 3.11394 3.20837 0.0 -0.1 -0.3 -0.637
C -0.03812 3.11141 4.07049 0.0 0.0 0.1 -0.061
C 1.39001 4.48324 2.53148 0.1 0.0 0.1 -0.059
C 1.10387 2.06947 2.16054 0.1 0.7 0.7 -0.140
C 1.02498 1.23227 1.29880 -0.2 -0.8 -0.1 -0.293
H 2.57480 3.60688 4.83905 0.0 -0.1 -0.1 0.087
H 3.36273 2.77948 3.47796 -0.1 0.0 0.1 0.083
H 2.33836 1.86308 4.59854 0.0 0.1 0.0 0.087
H 0.02484 3.89803 4.83058 0.0 -0.1 -0.1 0.087
H -0.15696 2.15019 4.57697 0.0 0.1 0.0 0.086
H -0.92562 3.29169 3.45571 0.1 0.0 0.1 0.076
H 1.48815 5.26955 3.28875 0.0 -0.1 -0.1 0.087
H 0.52173 4.70811 1.90735 0.0 0.0 0.0 0.079
H 2.28045 4.49778 1.89919 -0.1 0.0 0.0 0.086
Br 4.56862 -3.87723 -0.46886 0.0 0.1 0.1 0.734
C 5.60251 -2.61488 0.48061 0.0 0.2 0.0 -0.736
C 6.75861 -3.05754 1.10781 0.1 0.0 0.0 -0.124
C 7.57066 -2.15881 1.78629 0.0 0.0 0.0 -0.062
C 7.23039 -0.81460 1.85065 0.1 0.0 0.0 -0.069
C 6.06712 -0.36492 1.24500 0.0 0.1 0.0 -0.150
C 5.26784 -1.26299 0.55443 -0.4 -0.4 0.4 -0.688
I 3.57212 -0.48621 -0.39570 -0.5 0.5 -0.7 1.131
H 7.01994 -4.10868 1.05663 0.0 0.1 0.0 0.106
H 8.47536 -2.51602 2.26489 -0.1 0.0 0.0 0.115
H 7.86862 -0.10771 2.36855 -0.1 -0.1 0.0 0.114
H 5.78605 0.68080 1.29392 0.0 -0.1 0.0 0.097

118
Properties=species:S:1:pos:R:3:forces:R:3:lowdin_charge:R:1 method="wB97M-V/def2-TZVPD" spin_multiplicity=1 charge=-2 homo_ev=0.0 largest_force_ev_per_a=0.18 orbital_gap_ev=3.868
Zn 0.05742 0.57848 0.22472 0.0 0.0 0.0 0.660
C -3.04699 0.40304 -0.67721 0.0 0.0 0.0 -0.088
N -2.22849 -0.10509 0.42062 0.0 -0.1 0.0 -0.290
C -2.54692 0.63238 1.64504 0.0 0.0 0.0 -0.089
C -2.43367 -1.53707 0.58281 -0.1 0.0 0.0 -0.209
C -1.34459 -2.18965 1.41505 0.0 0.0 0.0 -0.196
N -0.01656 -1.97027 0.87394 0.0 0.0 0.0 -0.164
C 0.16084 -2.70340 -0.37626 0.0 0.0 0.0 -0.142
C 1.52938 -2.58698 -0.97482 0.0 0.0 0.0 -0.143
C 2.27029 -3.72825 -1.24870 0.0 0.0 0.0 -0.010
C 3.50324 -3.66540 -1.88224 0.0 0.0 0.0 -0.196
C 3.97240 -2.38750 -2.20505 0.0 0.0 0.0 -0.007
C 3.28146 -1.21573 -1.94291 0.0 0.0 0.0 -0.076
C 1.99734 -1.30054 -1.32105 0.0 0.0 0.0 -0.302
O 1.27062 -0.24585 -1.11780 0.0 0.1 0.0 -0.149
C 3.85032 0.15381 -2.31651 0.0 0.0 0.0 -0.526
C 2.91786 0.85880 -3.31329 0.0 0.0 0.0 -0.041
C 5.23248 0.05067 -2.96771 0.0 0.0 0.0 -0.080
C 3.99631 1.01246 -1.05189 0.0 0.0 0.0 -0.030
C 4.29374 -4.90190 -2.31207 0.0 0.0 0.0 -0.560
C 4.35045 -4.95335 -3.84694 0.0 0.0 0.0 -0.058
C 5.72807 -4.86051 -1.76911 0.0 0.0 0.0 -0.063
C 3.64964 -6.19811 -1.81815 0.0 0.0 0.0 -0.081
C 1.02143 -2.27998 1.86557 0.0 0.0 0.0 -0.117
C 2.21512 -1.36357 1.92977 0.0 0.1 0.0 -0.130
C 3.49778 -1.87355 1.89163 0.0 0.0 0.0 -0.003
C 4.60650 -1.08265 2.17963 0.0 0.0 0.0 -0.190
C 4.35965 0.23913 2.53947 0.0 0.0 0.0 -0.002
C 3.09001 0.81183 2.56637 0.0 0.0 0.0 -0.088
C 1.98066 0.00918 2.19139 0.0 0.0 0.0 -0.312
O 0.75497 0.47807 2.11251 0.0 0.0 0.0 -0.170
C 2.88370 2.27071 2.98800 0.0 0.0 0.0 -0.526
C 2.35711 3.10427 1.81321 0.0 0.0 0.0 -0.035
C 1.88274 2.34043 4.15230 0.0 0.0 0.0 -0.046
C 4.18371 2.92556 3.46639 0.0 0.0 0.0 -0.083
C 6.01181 -1.67815 2.09789 0.0 0.0 0.0 -0.554
C 7.09884 -0.66541 2.45974 0.0 0.0 0.0 -0.075
C 6.27178 -2.16379 0.66734 0.0 0.0 0.0 -0.050
C 6.13196 -2.87050 3.05812 0.0 0.0 0.0 -0.059
H -4.11874 0.23809 -0.48163 0.0 0.0 0.0 0.088
H -2.77375 -0.10601 -1.60314 0.0 0.0 0.0 0.089
H -2.85682 1.46764 -0.80060 0.0 0.0 0.0 0.059
H -3.58765 0.44260 1.95564 0.0 0.0 0.0 0.088
H -2.40740 1.69603 1.45179 0.0 0.0 0.0 0.074
H -1.86673 0.34937 2.44788 0.0 0.0 0.0 0.075
H -2.47401 -1.98712 -0.41102 0.0 0.0 0.0 0.104
H -3.41052 -1.73861 1.05760 0.0 0.0 0.0 0.120
H -1.57067 -3.27012 1.50749 0.0 0.0 0.0 0.121
H -1.36997 -1.77041 2.42082 0.0 0.0 0.0 0.108
H -0.56589 -2.31165 -1.09477 0.0 0.0 0.0 0.119
H -0.07392 -3.77456 -0.21821 0.0 0.0 0.0 0.120
H 1.84173 -4.68369 -0.96390 0.0 0.0 0.0 0.096
H 4.93565 -2.31295 -2.69615 0.0 0.0 0.0 0.089
H 2.82803 0.27082 -4.23192 0.0 0.0 0.0 0.082
H 3.32738 1.83974 -3.57387 0.0 0.0 0.0 0.079
H 1.92846 0.99773 -2.88359 0.0 0.0 0.0 0.077
H 5.20366 -0.51266 -3.90475 0.0 0.0 0.0 0.078
H 5.96151 -0.42058 -2.30331 0.0 0.0 0.0 0.068
H 5.59068 1.05782 -3.19485 0.0 0.0 0.0 0.078
H 3.03551 1.15533 -0.56437 0.0 0.0 0.0 0.070
H 4.40054 1.99635 -1.31200 0.0 0.0 0.0 0.085
H 4.67044 0.53649 -0.33491 0.0 0.0 0.0 0.075
H 4.83812 -4.06301 -4.24695 0.0 0.0 0.0 0.076
H 3.34170 -4.99340 -4.26274 0.0 0.0 0.0 0.086
H 4.90594 -5.83345 -4.18882 0.0 0.0 0.0 0.073
H 6.24201 -3.94223 -2.05608 0.0 0.0 0.0 0.074
H 6.30507 -5.70733 -2.15543 0.0 0.0 0.0 0.075
H 5.73071 -4.91315 -0.67938 0.0 0.0 0.0 0.076
H 2.64957 -6.33374 -2.23430 0.0 0.0 0.0 0.079
H 3.56933 -6.20977 -0.72917 0.0 0.0 0.0 0.083
H 4.25997 -7.05269 -2.12385 0.0 0.0 0.0 0.076
H 1.36389 -3.32008 1.74219 0.0 0.0 0.0 0.124
H 0.54081 -2.21795 2.84648 0.0 0.0 0.0 0.123
H 3.62018 -2.92259 1.63104 0.0 0.0 0.0 0.111
H 5.20056 0.86193 2.80571 0.0 0.0 0.0 0.077
H 1.40858 2.73150 1.43382 0.0 0.0 0.0 0.039
H 3.07662 3.10276 0.99045 0.0 0.0 0.0 0.080
H 2.20308 4.14085 2.12903 0.0 0.0 0.0 0.083
H 0.92970 1.90692 3.85818 0.0 0.0 0.0 0.072
H 1.72211 3.38364 4.44230 0.0 0.0 0.0 0.073
H 2.26895 1.79732 5.02073 0.0 0.0 0.0 0.080
H 4.92546 2.98381 2.66613 0.0 0.0 0.0 0.078
H 4.62671 2.39087 4.31170 0.0 0.0 0.0 0.078
H 3.96487 3.94669 3.78830 0.0 0.0 0.0 0.078
H 7.07085 0.19950 1.79420 0.0 0.0 0.0 0.083
H 8.08240 -1.13458 2.36461 0.0 0.0 0.0 0.076
H 6.99267 -0.30841 3.48675 0.0 0.0 0.0 0.082
H 6.23580 -1.32771 -0.03401 0.0 0.0 0.0 0.074
H 5.50995 -2.87359 0.34602 0.0 0.0 0.0 0.057
H 7.25314 -2.64559 0.58952 0.0 0.0 0.0 0.082
H 5.95680 -2.55093 4.08788 0.0 0.0 0.0 0.084
H 7.12909 -3.31938 2.99633 0.0 0.0 0.0 0.073
H 5.39748 -3.64044 2.81737 0.0 0.0 0.0 0.072
C -0.52965 2.39240 -0.25709 0.0 0.0 0.1 -0.080
C -1.20286 3.41641 -0.24020 0.1 0.1 -0.1 -0.227
C -1.98530 4.60951 -0.21680 0.0 0.0 0.0 -0.218
C -2.94773 4.78543 -1.26836 0.0 0.0 0.0 -0.190
C -2.86136 4.00619 -2.45690 0.0 0.0 0.0 -0.063
C -3.78190 4.10911 -3.47910 0.0 0.0 0.0 -0.139
C -4.86572 4.98536 -3.40059 0.0 0.0 0.0 -0.168
C -4.99292 5.73976 -2.23859 0.0 0.0 0.0 -0.148
C -4.07503 5.64809 -1.20640 0.0 0.0 0.0 -0.074
C -1.75860 5.51852 0.87873 0.0 0.0 0.0 -0.183
C -2.14210 6.88405 0.89049 0.0 0.0 0.0 -0.073
C -1.86964 7.71763 1.96260 0.0 0.0 0.0 -0.146
C -1.19512 7.25880 3.08860 0.0 0.0 0.0 -0.162
C -0.77451 5.92858 3.08942 0.0 0.0 0.0 -0.130
C -1.03844 5.08946 2.02625 0.0 0.0 0.0 -0.048
H -2.03258 3.31399 -2.54608 0.0 0.0 0.0 0.092
H -3.64992 3.49253 -4.36366 0.0 0.0 0.0 0.083
H -5.58572 5.06571 -4.20649 0.0 0.0 0.0 0.067
H -5.84110 6.40898 -2.12125 0.0 0.0 0.0 0.081
H -4.26175 6.21552 -0.30564 0.0 0.0 0.0 0.082
H -2.61668 7.30972 0.01777 0.0 0.0 0.0 0.083
H -2.17972 8.75753 1.90594 0.0 0.0 0.0 0.081
H -0.98590 7.91534 3.92511 0.0 0.0 0.0 0.069
H -0.22495 5.53480 3.93925 0.0 0.0 0.0 0.082
H -0.68168 4.06696 2.05059 0.0 0.0 0.0 0.086

16
Properties=species:S:1:pos:R:3:forces:R:3:lowdin_charge:R:1 method="wB97M-V/def2-TZVPD" spin_multiplicity=1 homo_ev=-8.1 largest_force_ev_per_a=1.19 orbital_gap_ev=8.878
S 1.44775 -2.34026 -1.66031 -0.1 0.3 0.2 0.617
C 0.83741 -1.18781 -0.66594 0.0 -0.2 0.2 -0.830
N 0.30387 -1.35431 0.57113 0.3 0.2 -0.5 0.040
C -0.22731 -0.08503 1.07452 0.2 0.4 -1.1 -0.254
C -1.42476 0.29568 0.16753 0.1 -0.2 0.2 -0.152
N -0.77916 0.47185 -1.15647 -0.2 -0.1 0.3 -0.001
C 0.67160 0.30600 -0.90468 -0.6 -0.1 0.9 -0.308
C 0.85954 0.87303 0.52310 0.0 -0.6 0.0 -0.068
H 0.05990 -2.26803 0.89774 -0.1 -0.2 0.2 0.135
H -0.41209 -0.09957 2.12239 -0.1 0.0 0.8 0.134
H -2.16795 -0.49983 0.13855 0.0 -0.1 0.0 0.109
H -1.92264 1.18925 0.54297 0.0 0.2 -0.1 0.112
H -0.94850 1.39871 -1.50621 0.0 0.2 -0.1 0.101
H 1.24316 0.70122 -1.69645 0.7 0.3 -0.8 0.125
H 1.84736 0.66996 0.94826 -0.2 0.0 0.0 0.122
H 0.61182 1.92913 0.60388 -0.1 0.0 0.0 0.117